Entry 1:
Here is C5H6O in the gas phase from OMol25. Energies are from ωB97M-V/def2-TZVPD.

Structure (XYZ):
```
12
Properties=species:S:1:pos:R:3:forces:R:3:lowdin_charge:R:1
C -2.66752 -0.13388 0.09451 -0.061 -0.010 0.002 -0.10
C -1.22463 0.09202 -0.00277 0.493 0.078 -0.030 -0.07
C -0.03741 0.27504 -0.10747 -0.470 -0.064 0.013 0.03
C 1.37520 0.52274 -0.32744 -0.133 0.195 0.081 -0.31
C 2.43162 -0.30139 0.27425 0.125 -0.016 0.284 -0.12
O 2.08071 -0.45307 -1.08761 0.046 -0.089 -0.206 -0.03
H -3.02861 -0.67881 -0.78399 0.077 0.078 0.128 0.08
H -2.92289 -0.71825 0.98398 0.077 0.089 -0.118 0.08
H -3.20766 0.81703 0.14472 0.107 -0.129 0.001 0.08
H 1.63283 1.55342 -0.57132 -0.083 -0.156 -0.026 0.14
H 2.15740 -1.12055 0.93689 -0.005 0.085 -0.154 0.12
H 3.41097 0.14571 0.44626 -0.173 -0.059 0.024 0.11
```
Positions in Å, forces in eV/Å.

## Properties
SMILES: CC#C[C@H]1CO1
HOMO-LUMO gap in eV: 10.54
Energy above the lowest of the compared OMol25 structures with the same formula, charge and spin in kcal/mol: 60.6

=====

Entry 2:
Here is a 13-piece molecular cluster, C50H135N9O16 overall at a distorted geometry from OMol25. Energies are from ωB97M-V/def2-TZVPD.

Structure (XYZ):
```
210
Properties=species:S:1:pos:R:3:forces:R:3:lowdin_charge:R:1
C -5.58125 -2.85126 -0.62744 0.139 0.093 0.274 -0.07
C -4.34789 -3.31778 -1.35900 -0.052 -0.322 -0.836 -0.31
O -3.30229 -2.33832 -1.38395 -0.897 -0.117 0.391 -0.12
H -5.88994 -1.86396 -0.97323 0.083 0.081 0.042 0.05
H -5.32375 -2.82238 0.43353 -0.469 0.199 0.014 0.06
H -6.42858 -3.51909 -0.78565 0.092 -0.147 0.073 0.08
H -4.59707 -3.58741 -2.39102 -0.051 0.072 -0.088 0.11
H -4.00089 -4.24946 -0.90957 0.432 0.172 0.171 0.11
H -3.76829 -1.54812 -1.70853 0.411 0.085 -0.248 0.04
C 3.00190 -1.57724 -1.75996 -0.636 -0.445 0.964 -0.09
C 4.14636 -1.68164 -0.76997 0.623 -0.256 -0.623 -0.29
O 5.08658 -0.63643 -1.00226 0.209 0.284 0.366 -0.09
H 3.25726 -2.07541 -2.69032 0.343 0.271 -0.106 0.06
H 2.67797 -0.54522 -1.89281 0.138 0.021 -0.225 0.08
H 2.11611 -2.11264 -1.40262 0.029 -0.065 0.046 0.07
H 4.66525 -2.63907 -0.90809 -0.156 -0.076 0.086 0.11
H 3.88792 -1.64080 0.28871 -0.318 0.290 -0.113 0.10
H 5.27081 -0.58260 -1.94465 -0.018 -0.070 0.006 0.08
C 5.01981 1.69916 1.56584 -0.032 0.830 -0.058 -0.09
C 6.22400 1.84246 2.53063 -1.352 -1.384 -1.563 -0.27
O 7.14908 0.79230 2.20675 0.379 0.693 0.642 -0.08
H 4.10941 2.11822 2.00355 0.049 -0.070 0.015 0.04
H 4.82318 0.66503 1.28267 -0.024 -0.114 0.287 0.05
H 5.18025 2.22883 0.62417 0.150 -0.010 0.007 0.08
H 5.80242 1.70192 3.52576 0.580 0.146 0.325 0.10
H 6.66879 2.82183 2.37230 0.279 -0.014 0.385 0.10
H 6.75057 0.23834 1.53442 -0.059 -0.028 -0.109 0.06
C -3.81301 -0.06347 -5.09402 0.035 0.510 -0.511 -0.08
C -4.93833 0.39738 -4.19851 0.709 0.162 0.968 -0.28
O -4.67473 -0.11408 -2.88384 -0.153 -0.205 0.317 -0.11
H -2.82994 0.21301 -4.71047 -0.140 0.145 0.294 0.06
H -3.91391 0.47439 -6.04210 0.026 -0.438 -0.201 0.08
H -3.78373 -1.14352 -5.23150 -0.275 0.009 -0.146 0.08
H -5.92836 0.08346 -4.54181 0.105 -0.126 -0.055 0.11
H -4.94176 1.48697 -4.09217 -0.035 0.003 -0.440 0.12
H -4.85466 0.57157 -2.22270 -0.251 -0.170 0.025 0.06
C -2.29198 5.71277 -1.76465 -0.793 -0.280 -0.058 -0.11
O -2.61498 4.51401 -1.09543 0.954 -0.347 -0.320 -0.21
C -2.00407 4.31412 0.18138 -1.241 0.233 0.312 -0.20
C -2.21960 2.86176 0.55542 0.603 0.205 0.872 -0.24
N -3.65967 2.62339 0.63509 0.679 -0.362 -0.835 -0.02
C -3.89326 1.18797 0.77146 -1.482 0.363 0.427 -0.19
C -5.37080 0.84246 0.66951 0.596 -0.648 0.671 -0.23
O -5.82366 1.18356 -0.61264 -0.894 0.659 -0.286 -0.21
C -7.20607 0.93919 -0.79804 -0.446 -0.266 -0.714 -0.09
H -1.22224 5.85364 -1.92872 0.145 0.031 0.355 0.07
H -2.76270 6.55389 -1.25021 0.330 0.265 0.066 0.09
H -2.75880 5.63197 -2.74633 0.014 0.053 -0.049 0.09
H -2.61891 4.89919 0.87555 0.200 0.101 0.313 0.12
H -0.98096 4.67947 0.29253 0.218 -0.239 -0.546 0.11
H -1.72781 2.66803 1.51352 -0.205 0.183 0.117 0.09
H -1.67860 2.16532 -0.09653 -0.267 0.169 -0.493 0.09
H -3.92337 2.90541 -0.30987 -0.778 -0.111 0.248 0.10
H -3.70809 0.90196 1.81190 0.858 -0.187 -0.230 0.10
H -3.35671 0.60424 0.01753 0.340 -0.239 0.265 0.11
H -5.91352 1.27415 1.52039 -0.232 0.693 -0.484 0.13
H -5.49608 -0.23209 0.86972 0.119 -0.113 -0.347 0.10
H -7.40893 -0.12125 -0.64303 -0.199 -0.049 0.297 0.08
H -7.52576 1.15546 -1.82022 0.682 -0.036 -0.234 0.09
H -7.90315 1.56579 -0.23645 0.480 -0.014 0.737 0.09
C 3.61451 -9.49730 -6.13322 -0.404 -0.829 -0.883 -0.14
O 3.73710 -8.24574 -5.55060 -0.237 0.456 0.743 -0.19
C 3.33596 -7.11637 -6.29678 0.778 0.145 -0.551 -0.22
C 1.86166 -7.04181 -6.68190 -0.092 0.241 -0.164 -0.21
N 0.93223 -6.91405 -5.54829 0.839 -0.194 0.654 -0.06
C 0.99835 -5.58128 -4.90381 0.632 -0.530 -0.416 -0.20
C 0.06501 -5.46391 -3.70750 -0.088 0.127 -1.148 -0.22
O -0.19315 -4.08843 -3.52858 -0.357 0.578 -0.027 -0.19
C -0.80243 -3.83182 -2.29067 0.174 -1.609 1.667 -0.12
H 4.09319 -9.61164 -7.11946 0.402 0.400 0.189 0.09
H 2.57749 -9.78930 -6.35634 -0.048 0.045 0.476 0.08
H 4.06648 -10.20828 -5.44315 -0.125 -0.037 -0.070 0.09
H 3.97628 -7.06477 -7.18971 -0.266 -0.038 -0.234 0.12
H 3.66382 -6.27162 -5.68874 -0.295 0.057 0.061 0.11
H 1.58906 -7.93933 -7.24177 -0.010 -0.002 0.011 0.11
H 1.72417 -6.20451 -7.37126 0.026 0.041 0.028 0.12
H 1.41839 -7.52811 -4.89019 -0.763 -0.255 0.302 0.10
H 0.72668 -4.84941 -5.66527 -0.120 0.158 0.144 0.12
H 2.03232 -5.39674 -4.59317 -0.036 0.444 0.067 0.11
H 0.50269 -5.88605 -2.79840 -0.067 -0.158 0.021 0.12
H -0.84544 -5.99313 -4.01104 -0.146 -0.086 0.486 0.13
H -1.73068 -4.38462 -2.07758 -0.342 0.212 -0.948 0.09
H -0.98366 -2.79982 -2.00794 0.318 0.042 -0.701 0.05
H -0.18468 -4.33709 -1.52591 0.384 0.622 0.211 0.08
C -3.50267 1.25536 8.18660 -0.992 0.427 -0.547 -0.08
O -4.61111 0.89271 7.36399 0.006 -0.562 -0.551 -0.22
C -4.96004 1.78123 6.31548 0.513 -0.314 -0.373 -0.20
C -3.86806 1.86954 5.23119 0.384 1.463 0.985 -0.19
N -3.07812 3.09370 5.48297 0.399 -0.258 -0.590 -0.06
C -2.09422 3.36217 4.42720 -0.057 0.116 0.121 -0.20
C -0.94140 2.35318 4.41319 0.368 1.439 -0.268 -0.24
O -0.34157 2.32231 5.69525 -0.196 -0.210 0.319 -0.20
C 0.90583 1.61657 5.71474 -0.901 0.073 -0.234 -0.07
H -3.31361 0.33532 8.73001 0.278 0.344 0.478 0.09
H -3.82899 2.11704 8.77898 0.222 -0.253 0.553 0.09
H -2.60571 1.59418 7.66123 0.017 -0.443 -0.281 0.07
H -5.17409 2.75987 6.75180 0.038 0.218 -0.300 0.12
H -5.85368 1.40783 5.81269 -0.201 -0.231 0.515 0.11
H -4.27442 2.03533 4.23133 -0.201 -0.480 0.005 0.12
H -3.23133 0.98167 5.29754 -0.277 -0.265 -0.309 0.10
H -2.48714 2.94369 6.29561 -0.276 0.116 0.200 0.07
H -1.80183 4.40302 4.58904 0.578 -0.142 -0.034 0.11
H -2.53563 3.34456 3.42545 -0.360 -0.078 0.158 0.10
H -0.16377 2.69351 3.71811 -0.194 -0.154 -0.365 0.09
H -1.36488 1.42325 4.01417 0.396 -0.515 0.506 0.11
H 1.24427 1.52443 6.74418 -0.228 -0.058 0.073 0.09
H 1.67395 2.17090 5.16875 -0.074 -0.103 -0.248 0.07
H 0.67729 0.63964 5.28231 0.690 -0.227 0.017 0.08
C 5.62552 6.42525 3.48092 -0.655 -0.329 -0.689 -0.06
C 4.21692 6.12464 4.02833 1.383 0.634 1.512 -0.43
C 3.74702 4.73388 3.69221 -0.900 0.022 -0.997 -0.20
O 2.43081 4.46373 4.19432 0.582 -0.166 -0.131 -0.20
C 1.42580 5.15904 3.48346 -0.141 0.065 0.590 -0.09
N 4.30382 6.19837 5.51996 -0.544 0.158 -0.657 0.04
H 5.94413 7.46360 3.57122 -0.238 0.044 0.410 0.07
H 5.61284 6.24841 2.40059 0.233 -0.215 0.008 0.07
H 6.35633 5.78689 3.97400 0.029 -0.051 -0.082 0.08
H 3.53627 6.91218 3.69591 -0.200 -0.298 -0.492 0.12
H 4.42169 3.95973 4.05493 -0.005 0.129 0.359 0.13
H 3.69107 4.62084 2.60090 0.200 0.027 -0.101 0.12
H 1.45505 6.22593 3.72329 -0.063 0.055 -0.163 0.09
H 0.47617 4.76077 3.84125 0.017 0.051 -0.152 0.07
H 1.50607 5.02824 2.39932 0.061 -0.064 -0.013 0.08
H 4.32416 7.18994 5.74174 0.123 -0.093 0.306 0.07
H 3.40074 5.86326 5.85235 0.125 0.012 0.257 0.06
C -0.41083 3.40772 -3.49754 -0.335 -0.803 0.083 -0.05
C 0.70202 4.34495 -3.95761 0.253 0.436 1.031 -0.42
C 1.74756 3.63551 -4.79999 -0.427 -0.036 0.156 -0.22
O 2.84222 4.51371 -4.97447 0.176 -0.161 -0.262 -0.17
C 3.59518 4.15250 -6.11581 -0.046 0.109 -0.356 -0.10
N 0.14788 5.52137 -4.63409 0.073 0.717 -0.146 0.04
H -1.27782 3.52653 -4.14979 0.121 -0.287 -0.275 0.09
H -0.83681 3.45405 -2.49053 0.407 0.954 0.111 0.06
H -0.07187 2.36627 -3.46640 0.054 0.021 -0.591 0.05
H 1.28435 4.70058 -3.09566 -0.030 -0.253 0.258 0.14
H 1.35172 3.28748 -5.76111 -0.120 0.253 -0.113 0.13
H 2.05241 2.72994 -4.26052 0.099 0.162 0.053 0.10
H 4.47178 4.79006 -6.21702 -0.027 0.121 0.327 0.09
H 2.98934 4.30271 -7.01533 -0.021 -0.121 -0.075 0.10
H 3.92580 3.10995 -6.09346 -0.187 0.110 0.069 0.05
H 0.89725 6.18390 -4.83166 0.276 -0.476 -0.382 0.07
H -0.37323 6.08858 -3.96835 -0.404 -0.489 0.050 0.05
C 2.74942 -3.40529 4.28473 0.174 -1.126 0.809 -0.06
C 1.27252 -3.53708 3.86207 2.205 0.916 -0.364 -0.43
C 0.49272 -4.33441 4.89501 0.216 0.483 0.174 -0.21
O 0.81814 -5.68056 4.61873 -0.926 -0.178 -0.046 -0.19
C 0.56555 -6.63024 5.65206 0.706 0.804 -0.197 -0.09
N 0.77497 -2.19553 3.67395 -1.775 0.078 0.683 0.07
H 3.41291 -2.87975 3.59784 -0.360 0.313 -0.119 0.07
H 3.18655 -4.40587 4.37907 -0.101 -0.050 -0.122 0.07
H 2.82929 -2.99646 5.29470 -0.037 0.433 -0.163 0.08
H 1.36597 -4.11190 2.92994 -0.754 -0.241 -0.008 0.13
H -0.56202 -4.02220 4.89372 -0.349 -0.789 -0.689 0.11
H 0.73914 -4.06013 5.92996 0.705 0.000 -0.057 0.13
H 1.50289 -6.72390 6.20795 -0.139 -0.253 0.282 0.09
H 0.32743 -7.58001 5.18066 -0.162 -0.011 0.082 0.08
H -0.21654 -6.28940 6.33108 -0.178 -0.176 -0.059 0.08
H -0.20298 -2.19733 3.37488 0.390 -0.019 0.149 0.04
H 1.25108 -1.58159 3.04200 0.562 -0.438 0.006 0.01
C 1.66961 0.50085 2.13160 -1.852 -0.565 -0.416 -0.05
C 1.31020 0.99656 0.73393 0.410 1.585 0.404 -0.39
C 0.25787 0.13877 0.02323 0.523 -0.062 0.031 -0.19
O 0.01112 0.67327 -1.25530 0.493 0.942 -0.055 -0.20
C -0.98502 0.01726 -1.98366 -0.028 -0.973 -0.703 -0.10
N 0.71540 2.34141 0.86155 0.130 0.824 -0.301 0.06
H 2.14346 1.21927 2.79522 0.435 -0.013 -0.346 0.07
H 2.15631 -0.47052 2.06763 0.583 0.271 0.084 0.06
H 0.68831 0.31457 2.58581 0.090 -0.051 0.312 0.07
H 2.24687 1.20301 0.19958 -0.092 -1.146 -0.635 0.13
H -0.70395 0.16059 0.54886 0.218 -0.102 0.554 0.13
H 0.62281 -0.89628 -0.00871 -0.135 -0.113 -0.250 0.11
H -1.88848 -0.21861 -1.41185 0.239 -0.080 0.300 0.07
H -0.52855 -0.88590 -2.41111 -0.417 -0.070 0.104 0.07
H -1.33037 0.59145 -2.84661 0.346 0.434 0.223 0.07
H 0.54202 2.65189 -0.09572 -0.427 -0.175 0.033 0.07
H 1.44137 3.00885 1.12299 0.053 -0.272 0.445 0.07
C 0.61460 0.13856 -6.04982 1.550 0.662 -0.578 -0.04
C 1.81227 -0.66623 -5.53208 -0.629 -1.037 0.700 -0.40
C 3.04906 0.11268 -5.10047 -1.382 0.987 0.263 -0.21
O 3.70266 0.57663 -6.26790 0.563 -0.301 0.909 -0.19
C 5.08724 0.86128 -6.03610 -0.897 -0.513 -0.444 -0.09
N 1.27801 -1.45211 -4.38794 0.215 0.647 -0.674 0.06
H -0.03278 -0.46601 -6.68134 -0.164 -0.072 0.204 0.08
H 1.05102 0.92001 -6.68215 -0.398 0.105 -0.127 0.07
H 0.08338 0.61179 -5.22706 -0.112 -0.116 0.034 0.06
H 2.18622 -1.32672 -6.32407 -0.141 -0.006 -0.164 0.13
H 3.65361 -0.46743 -4.39604 0.446 -0.396 -0.568 0.10
H 2.72442 0.95917 -4.47753 0.069 0.073 -0.107 0.11
H 5.54786 0.02154 -5.50960 0.159 -0.026 -0.077 0.08
H 5.22659 1.76604 -5.44122 0.104 0.064 -0.107 0.08
H 5.47064 0.93740 -7.05064 0.529 0.297 0.220 0.10
H 0.62342 -2.12668 -4.76572 0.004 -0.202 0.364 0.06
H 2.01787 -1.93080 -3.90768 -0.051 -0.459 -0.090 0.01
C -2.74527 -1.77545 4.83217 0.891 -2.032 1.129 -0.06
C -3.42695 -1.58002 3.48724 0.459 2.016 0.704 -0.44
C -3.08088 -2.50085 2.33042 0.564 -0.564 1.723 -0.17
O -1.67098 -2.37157 2.20105 -0.289 0.543 -1.353 -0.23
C -1.15233 -3.15212 1.12807 -0.488 -0.602 0.395 -0.08
N -4.87389 -1.45019 3.66531 0.076 -1.242 -0.362 0.06
H -1.66356 -1.62646 4.87027 -0.063 0.591 -0.348 0.06
H -2.78127 -2.80404 5.23375 -0.377 -0.274 -0.590 0.08
H -3.19972 -1.27151 5.68801 -0.118 0.734 -0.491 0.07
H -3.02089 -0.60340 3.18184 -0.315 0.006 -0.336 0.11
H -3.72769 -2.24093 1.48842 0.656 0.129 -0.355 0.10
H -3.21407 -3.56237 2.58971 -0.632 -0.007 -0.003 0.14
H -1.74610 -3.03138 0.21945 0.186 0.340 -0.040 0.06
H -1.22514 -4.20927 1.41241 0.147 -0.115 -0.038 0.10
H -0.10243 -2.91096 0.98295 -0.045 0.167 -0.022 0.08
H -5.06120 -0.93815 4.52092 0.066 0.150 -0.039 0.06
H -5.08513 -2.42093 3.90964 -0.865 0.239 0.011 0.08
```
Positions in Å, forces in eV/Å.

## Properties
HOMO-LUMO gap in eV: 8.98
Energy above the lowest of the compared OMol25 structures with the same formula, charge and spin in kcal/mol: 0.0